1.
# H28O14

14 unconnected molecules or ions with the total composition H28O14 (the ωB97M-V functional and the def2-TZVPD basis, the Open Molecules 2025 dataset).

Values from the calculation:
Orbital gap: 8.571 eV
LUMO: -1.0 eV
HOMO: -9.6 eV
Energy above the lowest of the compared OMol25 structures with the same formula, charge and spin: 679.8 kJ/mol

Geometry (Å):
H  -0.830  -0.276  -1.290
H  -0.398  0.487  -0.056
H  -2.950  -1.623  0.926
H  -3.486  -0.493  1.796
H  1.400  -4.384  -2.658
H  0.621  -3.654  -1.488
H  -0.089  2.264  0.092
H  0.981  3.299  0.531
H  -1.807  2.302  2.661
H  -0.964  3.375  1.941
H  2.059  -0.156  2.742
H  1.497  1.115  3.506
H  4.198  0.349  -2.449
H  2.894  0.314  -1.717
H  -0.636  -3.760  -2.664
H  0.209  -3.968  -3.808
H  1.384  3.300  -3.051
H  1.832  3.440  -1.616
H  -1.248  -0.391  3.948
H  -2.091  -0.046  5.239
H  -4.168  0.660  0.493
H  -4.712  -0.690  0.107
H  1.034  -0.315  -2.518
H  1.551  0.871  -3.333
H  -0.862  -0.422  1.987
H  0.085  0.792  1.593
H  1.565  -1.262  -0.241
H  2.179  -2.255  -1.080
O  -0.774  0.618  -0.937
O  -2.724  -1.086  1.686
O  1.427  -3.692  -2.074
O  0.121  3.203  0.143
O  -0.875  2.488  2.446
O  1.288  0.179  3.138
O  3.665  0.953  -1.951
O  -0.532  -3.440  -3.493
O  2.190  3.598  -2.492
O  -1.463  -0.672  4.835
O  -4.861  0.016  0.726
O  1.506  -0.057  -3.313
O  -0.612  0.517  2.185
O  2.398  -1.502  -0.492

=====

2.
# C24H41BeIN3P

A molecular structure, C24H41BeIN3P (the ωB97M-V functional and the def2-TZVPD basis, the Open Molecules 2025 dataset).

Values from the calculation:
Orbital gap: 5.767 eV
LUMO: -0.7 eV
HOMO: -6.5 eV

Geometry (Å):
C  0.704  3.145  -1.294
C  1.738  1.951  -2.047
H  0.252  3.747  -2.078
H  1.479  3.730  -0.788
H  0.024  2.862  -0.479
H  1.277  1.008  -2.406
H  2.028  2.460  -2.967
H  2.590  1.764  -1.395
C  -2.130  2.142  -1.924
C  -3.468  1.902  -2.215
C  -3.815  0.744  -2.905
C  -2.793  -0.137  -3.250
H  -1.841  3.083  -1.454
H  -4.205  2.641  -1.904
H  -4.845  0.526  -3.174
H  -3.017  -1.032  -3.820
N  -1.139  1.254  -2.193
C  -1.462  0.103  -2.865
C  -0.419  -0.915  -3.149
N  0.856  -0.651  -2.844
C  1.826  -1.554  -2.922
C  0.283  -3.140  -3.836
C  1.578  -2.841  -3.411
H  2.822  -1.244  -2.594
H  2.396  -3.558  -3.462
C  -0.727  -2.188  -3.696
H  -1.745  -2.404  -3.998
H  0.050  -4.109  -4.274
Be  0.364  1.597  -1.359
I  0.613  3.125  -5.144
C  2.164  -0.755  3.380
C  2.018  0.058  2.086
C  2.312  1.539  2.369
C  3.057  -0.428  1.054
P  0.288  -0.063  1.326
N  0.357  0.590  -0.075
C  -0.214  -1.877  1.199
C  -0.646  -2.448  2.562
C  -1.356  -1.996  0.180
C  0.939  -2.716  0.637
C  -1.003  0.879  2.345
C  -2.418  0.453  1.923
C  -0.812  0.651  3.851
C  -0.906  2.387  2.066
H  3.163  -0.542  3.792
H  2.108  -1.837  3.208
H  1.433  -0.472  4.145
H  3.377  1.634  2.630
H  2.138  2.145  1.469
H  1.733  1.945  3.207
H  3.202  -1.512  1.074
H  2.765  -0.128  0.041
H  4.027  0.037  1.284
H  -1.567  -1.992  2.942
H  -0.848  -3.522  2.426
H  0.141  -2.362  3.320
H  -1.095  -1.433  -0.722
H  -1.482  -3.054  -0.096
H  -2.316  -1.633  0.556
H  1.303  -2.287  -0.305
H  1.768  -2.839  1.343
H  0.554  -3.724  0.417
H  -2.679  -0.561  2.242
H  -3.135  1.138  2.402
H  -2.547  0.550  0.837
H  0.112  1.108  4.225
H  -1.649  1.146  4.368
H  -0.840  -0.407  4.131
H  0.095  2.796  2.236
H  -1.210  2.609  1.038
H  -1.604  2.910  2.737

=====

3.
# C3H8OS

2 unconnected molecules or ions with the total composition C3H8OS (the ωB97M-V functional and the def2-TZVPD basis, the Open Molecules 2025 dataset).

Values from the calculation:
Orbital gap (alpha / beta): 7.094 / 10.000 eV
LUMO (alpha / beta): 0.8 / -0.8 eV
HOMO (alpha / beta): -6.3 / -10.8 eV
Energy above the lowest of the compared OMol25 structures with the same formula, charge and spin: 0.0 kJ/mol
Spin multiplicity: 3
<S²>: 2.009

Geometry (Å):
C  -0.896  -0.770  -0.652
C  -2.285  -0.254  -0.236
C  0.013  0.716  1.335
O  4.069  0.228  -0.542
S  0.530  -0.225  0.132
H  -0.658  -1.216  -1.608
H  -2.988  -0.793  -0.848
H  -2.504  -0.490  0.825
H  -2.288  0.790  -0.426
H  3.120  0.528  -0.482
H  0.705  0.930  2.110
H  -0.914  1.209  1.331
H  4.097  -0.654  -0.941

=====

4.
# C2H3BrINO

A molecular structure, C2H3BrINO (the ωB97M-V functional and the def2-TZVPD basis, the Open Molecules 2025 dataset).

Values from the calculation:
Orbital gap: 7.742 eV
LUMO: -1.7 eV
HOMO: -9.4 eV
Energy above the lowest of the compared OMol25 structures with the same formula, charge and spin: 120.5 kJ/mol

Geometry (Å):
C  -1.258  -0.690  -0.690
C  -0.190  0.126  -0.041
N  -1.479  -0.484  -2.047
O  -2.007  -1.431  -0.129
Br  -2.817  -1.357  -3.020
I  -0.080  0.630  -3.312
H  -0.790  0.820  0.727
H  0.412  0.697  -0.749
H  0.443  -0.640  0.641

=====

5.
# C22H29NO6

A single C22H29NO6 molecule (the ωB97M-V functional and the def2-TZVPD basis, the Open Molecules 2025 dataset).

Values from the calculation:
Orbital gap: 8.419 eV
LUMO: 0.4 eV
HOMO: -8.0 eV
Energy above the lowest of the compared OMol25 structures with the same formula, charge and spin: 104.3 kJ/mol
SMILES string: CCOc1ccc(C/C(O)=C2\C(=O)CC(C)(C)C\C2=N/CC(=O)O)cc1OCC

Geometry (Å):
C  6.064  0.075  0.349
C  5.192  0.189  1.595
O  4.055  1.007  1.389
C  3.139  0.694  0.424
C  2.519  1.787  -0.174
C  1.537  1.640  -1.133
C  1.159  0.368  -1.529
C  1.756  -0.734  -0.931
C  2.733  -0.602  0.046
O  3.306  -1.667  0.696
C  3.107  -2.979  0.213
C  3.871  -3.259  -1.077
H  3.540  -2.598  -1.875
H  3.708  -4.289  -1.383
H  4.936  -3.103  -0.919
H  3.490  -3.616  1.016
H  2.038  -3.193  0.090
H  1.419  -1.713  -1.233
C  0.066  0.148  -2.552
C  -1.134  -0.299  -1.773
C  -1.992  0.562  -1.103
C  -2.941  0.014  -0.144
N  -3.138  -1.255  -0.139
C  -4.017  -1.911  0.776
C  -4.047  -3.403  0.505
O  -4.903  -4.142  0.911
O  -3.006  -3.823  -0.213
H  -3.062  -4.780  -0.363
H  -5.049  -1.539  0.720
H  -3.692  -1.789  1.821
C  -3.643  0.917  0.832
C  -3.114  2.350  0.867
C  -2.999  2.817  -0.581
C  -1.989  2.002  -1.361
O  -1.280  2.557  -2.180
H  -3.968  2.721  -1.081
H  -2.698  3.864  -0.639
C  -1.745  2.401  1.549
H  -1.346  3.412  1.516
H  -1.828  2.101  2.592
H  -1.032  1.742  1.057
C  -4.094  3.243  1.631
H  -3.718  4.262  1.679
H  -5.066  3.261  1.142
H  -4.228  2.880  2.648
H  -4.708  0.925  0.568
H  -3.569  0.469  1.828
O  -1.226  -1.603  -1.694
H  -2.004  -1.838  -1.085
H  0.346  -0.654  -3.236
H  -0.133  1.068  -3.094
H  1.072  2.505  -1.577
H  2.838  2.768  0.142
H  4.901  -0.805  1.947
H  5.738  0.702  2.392
H  5.527  -0.439  -0.444
H  6.341  1.065  -0.006
H  6.967  -0.484  0.582

=====

6.
# C19H17N3O

A single C19H17N3O molecule (the ωB97M-V functional and the def2-TZVPD basis, the Open Molecules 2025 dataset).

Values from the calculation:
Orbital gap: 9.317 eV
LUMO: 0.7 eV
HOMO: -8.6 eV
Energy above the lowest of the compared OMol25 structures with the same formula, charge and spin: 58.3 kJ/mol
SMILES string: O=C(c1ccc(-n2cccn2)cc1)N1CCc2ccccc2C1

Geometry (Å):
O  0.824  -2.539  1.318
C  0.563  -1.661  0.516
N  1.491  -1.124  -0.308
C  1.286  0.025  -1.154
C  1.929  1.248  -0.500
C  3.365  0.962  -0.152
C  4.266  2.006  0.021
C  5.585  1.759  0.348
C  6.021  0.454  0.503
C  5.133  -0.591  0.334
C  3.803  -0.349  0.011
C  2.876  -1.520  -0.179
H  2.939  -2.201  0.675
H  3.179  -2.077  -1.078
H  5.467  -1.611  0.455
H  7.051  0.252  0.757
H  6.273  2.582  0.479
H  3.921  3.023  -0.104
H  1.867  2.110  -1.167
H  1.378  1.493  0.413
H  0.220  0.188  -1.314
H  1.764  -0.171  -2.121
C  -0.832  -1.133  0.364
C  -1.648  -1.577  -0.670
C  -2.956  -1.143  -0.770
C  -3.467  -0.258  0.174
C  -2.653  0.186  1.214
C  -1.349  -0.254  1.309
H  -0.724  0.079  2.125
H  -3.069  0.871  1.935
N  -4.783  0.207  0.109
C  -5.802  -0.236  -0.671
C  -6.900  0.527  -0.369
C  -6.447  1.421  0.616
N  -5.180  1.214  0.893
H  -6.993  2.192  1.122
H  -7.882  0.458  -0.789
H  -5.694  -1.051  -1.356
H  -3.567  -1.493  -1.587
H  -1.255  -2.268  -1.401

=====

7.
# C4H5CrF6MgNO8S2

A molecular structure, C4H5CrF6MgNO8S2 (the ωB97M-V functional and the def2-TZVPD basis, the Open Molecules 2025 dataset).

Values from the calculation:
Orbital gap (alpha / beta): 5.318 / 7.507 eV
LUMO (alpha / beta): -2.0 / -2.1 eV
HOMO (alpha / beta): -7.3 / -9.6 eV
Spin multiplicity: 5
<S²>: 6.008

Geometry (Å):
Cr  -0.874  -9.646  -12.179
Mg  -3.291  -9.544  -14.896
O  -1.630  -9.415  -13.960
H  -0.944  -8.880  -14.406
O  0.461  -8.270  -12.159
H  0.842  -7.400  -11.928
C  -2.223  -13.354  -13.792
F  -2.998  -13.996  -14.642
F  -1.576  -14.187  -12.993
F  -1.280  -12.737  -14.466
S  -3.242  -12.020  -12.916
O  -3.752  -11.129  -13.995
O  -4.300  -12.696  -12.136
O  -2.220  -11.286  -12.151
C  -4.136  -6.424  -11.620
F  -3.315  -5.704  -12.382
F  -4.091  -6.054  -10.362
F  -5.402  -6.190  -11.965
S  -3.908  -8.348  -11.857
O  -2.548  -8.779  -11.446
O  -4.953  -8.935  -11.024
O  -4.034  -8.604  -13.298
C  1.737  -7.080  -16.737
C  0.622  -7.959  -16.540
N  -0.295  -8.700  -16.448
H  1.811  -7.056  -17.824
H  2.707  -7.412  -16.367
H  1.400  -6.094  -16.417

=====

8.
# C37H37FO25P2

6 unconnected molecules or ions with the total composition C37H37FO25P2 (the ωB97M-V functional and the def2-TZVPD basis, the Open Molecules 2025 dataset).

Values from the calculation:
Orbital gap: 7.645 eV
LUMO: -1.6 eV
HOMO: -9.3 eV
SMILES string: CCCO[P@@](=O)(O[C@@H](F)CC)OP(C)O.O=C1C=C(O)C(=O)C=C1O.O=C1C=C(O)C(=O)C=C1O.O=C1C=C(O)C(=O)C=C1O.O=C1C=C(O)C(=O)C=C1O.O=C1C=C(O)C(=O)C=C1O

Geometry (Å):
C  -8.102  0.830  -0.527
C  -7.158  0.514  -1.687
C  -7.048  -0.975  -1.894
O  -6.100  -1.242  -2.951
P  -4.936  -2.288  -2.868
O  -3.899  -2.084  -3.874
O  -4.383  -2.270  -1.361
C  -3.491  -1.235  -0.962
F  -4.048  -0.017  -1.299
C  -3.284  -1.333  0.530
C  -4.436  -0.729  1.334
O  -5.586  -3.733  -2.923
P  -6.803  -4.375  -1.977
C  -5.852  -4.827  -0.486
O  -6.837  -5.821  -2.758
H  -7.584  0.805  0.433
H  -8.927  0.113  -0.489
H  -8.555  1.811  -0.652
H  -6.167  0.920  -1.490
H  -7.509  0.990  -2.604
H  -6.731  -1.463  -0.968
H  -8.000  -1.403  -2.208
H  -2.568  -1.341  -1.531
H  -2.327  -0.879  0.786
H  -3.220  -2.401  0.752
H  -4.492  -1.188  2.321
H  -4.320  0.345  1.472
H  -5.393  -0.910  0.842
H  -6.004  -4.073  0.290
H  -4.783  -4.903  -0.683
H  -6.220  -5.788  -0.123
H  -7.736  -6.182  -2.714
C  -3.345  4.138  1.825
C  -4.557  3.941  1.292
C  -4.742  3.436  -0.121
O  -5.893  3.266  -0.490
C  -3.575  3.172  -0.928
C  -2.355  3.368  -0.400
C  -2.166  3.859  1.024
O  -1.026  3.994  1.417
O  -1.246  3.143  -1.081
O  -5.699  4.156  1.930
H  -3.202  4.497  2.834
H  -3.720  2.812  -1.937
H  -0.452  3.332  -0.538
H  -6.406  3.923  1.294
C  -0.719  -5.484  -1.510
C  -0.857  -4.260  -2.050
C  -0.185  -3.037  -1.452
O  -0.384  -1.974  -2.012
C  0.627  -3.194  -0.265
C  0.765  -4.419  0.263
C  0.101  -5.643  -0.335
O  0.309  -6.698  0.240
O  1.482  -4.684  1.344
O  -1.588  -4.015  -3.115
H  -1.198  -6.359  -1.925
H  1.096  -2.317  0.159
H  1.412  -5.654  1.479
H  -1.547  -3.056  -3.309
C  4.604  -7.911  2.894
C  4.460  -6.683  2.377
C  5.138  -5.464  2.971
O  4.945  -4.407  2.399
C  5.954  -5.629  4.153
C  6.096  -6.856  4.673
C  5.435  -8.077  4.066
O  5.651  -9.140  4.620
O  6.817  -7.127  5.748
O  3.724  -6.410  1.310
H  4.126  -8.784  2.473
H  6.425  -4.754  4.578
H  6.742  -8.093  5.886
H  3.798  -5.442  1.170
C  3.653  3.501  -0.458
C  4.742  3.731  -1.206
C  4.709  4.602  -2.443
O  5.771  4.757  -3.022
C  3.454  5.186  -2.851
C  2.363  4.955  -2.106
C  2.405  4.100  -0.855
O  1.357  3.972  -0.238
O  1.169  5.449  -2.388
O  5.939  3.242  -0.933
H  3.671  2.893  0.434
H  3.435  5.798  -3.741
H  0.560  5.139  -1.692
H  6.532  3.564  -1.642
C  7.962  7.597  2.087
C  6.707  7.314  1.710
C  6.379  6.746  0.345
O  5.201  6.514  0.128
C  7.450  6.519  -0.596
C  8.706  6.803  -0.219
C  9.039  7.352  1.155
O  10.217  7.556  1.382
O  9.766  6.637  -0.990
O  5.645  7.494  2.478
H  8.205  7.999  3.060
H  7.206  6.132  -1.577
H  10.536  6.919  -0.456
H  4.875  7.199  1.952